(1)
97
Properties=species:S:1:pos:R:3 method="wB97M-V/def2-TZVPD" e_homo_ev="-8.13 / -9.34" spin_multiplicity=3 charge=+1
Ti -0.87 0.73 -0.41
S 1.24 1.67 -1.22
S 3.76 2.14 -3.29
P 2.42 0.87 -2.67
O -0.09 -0.34 0.87
O 2.92 -0.57 -2.15
O 1.38 0.34 -3.78
O -0.92 2.13 0.74
N -0.32 2.53 3.59
N -2.05 2.00 -1.70
N -0.93 -0.87 -1.65
N -2.78 -0.01 0.29
N 0.68 -0.44 3.89
C -4.62 -2.80 3.77
C 4.86 0.10 -0.70
C 2.38 -2.90 1.70
C -1.52 0.53 4.41
C 0.67 -2.21 -0.36
C -1.06 5.59 1.83
C -2.95 -4.13 2.64
C -2.23 3.25 -1.48
C 3.83 -0.95 -1.09
C -1.80 0.41 -3.60
C -2.70 -3.08 1.78
C -1.21 3.38 0.79
C 1.51 -3.33 -0.47
C 4.51 -2.22 -1.56
C -2.63 1.50 -2.95
C -0.19 -1.92 -1.47
C -1.81 -0.90 -2.81
C 1.58 -1.20 3.18
C -0.15 3.70 3.03
C 2.40 -3.66 0.55
C 3.34 -4.83 0.41
C -0.75 -0.66 3.85
C -0.82 4.20 1.89
C -3.11 -0.83 1.01
C -2.14 7.63 0.82
C 1.62 -0.45 -4.98
C 1.48 -1.82 1.92
C 0.65 -1.42 0.82
C -1.86 4.00 -0.30
C 3.04 -0.45 -5.52
C -4.38 -1.75 2.91
C 1.16 -1.87 -4.69
C -3.42 -1.89 1.90
C -2.16 5.36 -0.26
C -3.91 -3.99 3.64
C -1.53 1.73 3.46
C -1.77 6.17 0.81
H 5.46 0.38 -1.56
H -1.03 -0.82 2.81
H 3.36 0.55 -5.80
H -2.72 3.85 -2.26
H 3.86 -4.81 -0.55
H -2.40 -5.05 2.54
H 3.06 -3.15 2.50
H 0.12 -1.87 -4.35
H -2.83 -1.10 -2.46
H -2.55 0.22 4.58
H 0.96 0.01 -5.72
H 1.48 -3.93 -1.38
H 0.28 2.31 4.37
H -4.13 -4.82 4.30
H 3.73 -0.84 -4.78
H -0.77 0.75 -3.71
H 2.51 -1.38 3.71
H 3.20 -1.17 -0.22
H 3.77 -2.93 -1.92
H -1.53 -1.72 -3.48
H 2.79 -5.78 0.46
H -1.63 1.37 2.44
H -1.01 -1.56 4.42
H -2.39 2.37 3.67
H 5.21 -1.99 -2.38
H -0.24 -2.71 -2.22
H 5.07 -2.67 -0.74
H -2.76 2.32 -3.66
H 3.07 -1.08 -6.41
H -2.69 5.80 -1.09
H -3.22 7.75 0.86
H -5.35 -2.70 4.56
H 1.22 -2.47 -5.60
H 0.56 4.36 3.53
H 1.79 -2.31 -3.92
H -2.20 0.21 -4.59
H -1.78 8.14 -0.08
H 5.52 -0.31 0.07
H 4.38 1.00 -0.31
H 1.02 -0.16 4.79
H 4.08 -4.82 1.20
H -0.71 6.21 2.65
H -4.93 -0.82 3.01
H -1.94 -3.17 1.01
H -1.12 0.82 5.39
H -3.63 1.11 -2.73
H -1.71 8.13 1.69


(2)
94
Properties=species:S:1:pos:R:3 method="wB97M-V/def2-TZVPD" e_homo_ev=-7.70 relative_energy_kj_mol=2.7 charge=0
Bi -0.30 -0.34 0.19
Se -1.66 -1.36 -2.00
Se 1.96 -1.03 -2.46
S -2.48 1.07 0.13
P 0.10 -1.61 -3.30
N 2.46 1.59 -0.23
N -0.98 2.94 1.44
N -3.12 2.66 2.17
N 0.06 2.42 0.68
C -2.09 2.32 1.32
C 2.59 -3.72 1.04
C 1.18 0.45 3.99
C 2.36 3.26 -1.93
C 0.72 3.24 -0.04
C 2.25 1.23 3.21
C 1.33 -1.70 2.54
C -0.52 0.79 -4.50
C 1.23 -4.99 -5.24
C 0.79 -5.07 2.01
C -0.64 -5.61 -3.86
C 4.07 1.60 -2.01
C -0.68 1.67 -5.55
C -0.73 -0.79 2.72
C 0.58 -0.63 3.12
C 1.90 2.67 -0.77
C 0.50 -2.57 1.84
C -0.28 -0.56 -4.74
C 3.46 2.71 -2.57
C 1.85 -0.23 5.20
C -0.37 -0.13 -7.11
C 1.14 -3.69 -4.78
C -2.18 -3.40 3.45
C 0.33 -5.95 -4.78
C 0.37 4.69 -0.22
C -2.20 -2.78 2.04
C -0.86 -2.01 1.89
C -0.22 -1.02 -6.05
C 3.53 1.08 -0.84
C 0.11 1.41 4.50
C -2.47 -3.89 1.01
C 1.07 -3.82 1.16
C -0.59 1.22 -6.86
C -3.41 -1.85 1.96
C 0.54 -3.99 -0.28
C -0.75 -4.30 -3.41
C 0.13 -3.33 -3.88
H 1.22 -4.94 3.01
H 2.00 -5.26 -5.95
H -0.23 4.83 -1.12
H -0.39 1.92 3.67
H 0.60 -5.04 -0.59
H -0.59 1.15 -3.47
H 3.97 0.20 -0.38
H -0.22 5.03 0.63
H 0.41 -6.98 -5.14
H -3.02 3.52 2.68
H 1.14 -3.41 -0.98
H -0.65 0.88 5.09
H -1.31 -4.03 3.61
H -4.04 2.36 1.92
H -2.57 -3.47 0.01
H -3.57 -1.48 0.95
H 2.66 2.03 3.84
H 1.88 -2.96 -5.08
H -1.70 -4.66 0.98
H 1.87 4.14 -2.34
H 2.40 -1.80 2.63
H 2.96 -4.57 0.45
H 3.09 -3.75 2.01
H 2.27 0.52 5.87
H 4.93 1.14 -2.47
H -0.32 -0.49 -8.13
H 0.56 2.17 5.14
H -0.70 1.91 -7.69
H 1.27 -5.94 1.55
H -1.32 -6.37 -3.48
H 3.83 3.14 -3.49
H -0.49 -3.67 -0.40
H 1.27 5.30 -0.31
H 2.89 -2.80 0.52
H 1.82 1.68 2.31
H -0.08 -2.07 -6.26
H -3.35 -0.99 2.63
H -3.08 -4.01 3.61
H -0.26 -5.30 2.13
H -1.56 -0.19 3.05
H -0.87 2.72 -5.35
H 1.12 -0.83 5.76
H 3.07 0.58 2.90
H -2.17 -2.61 4.21
H -4.30 -2.42 2.24
H 2.66 -0.90 4.88
H -3.41 -4.37 1.27
H -1.52 -4.04 -2.69


(3)
92
Properties=species:S:1:pos:R:3 method="wB97M-V/def2-TZVPD" e_homo_ev=-14.07 charge=+2
Sn -0.53 0.52 0.08
P 2.43 -0.27 -0.97
P -1.52 0.08 2.44
N -7.15 -0.74 -3.19
N 1.08 -0.44 -0.11
N -1.99 -1.09 -0.27
N -2.60 -1.11 1.97
C 0.42 -1.75 2.90
C -1.59 2.21 -0.65
C -5.22 0.46 -1.97
C 3.70 -1.45 -0.24
C -2.31 1.45 3.14
C -2.03 3.86 3.42
C 2.09 2.29 -1.87
C 2.06 -0.80 -2.84
C -1.51 2.54 3.31
C 0.84 -1.06 5.57
C 0.84 -0.09 -3.41
C 0.02 -0.27 4.79
C -4.25 2.95 3.37
C -6.39 -0.17 -2.53
C 1.29 -2.51 3.68
C -3.94 -2.37 0.32
C -4.06 -2.77 -1.01
C -4.21 0.80 -2.88
C 1.48 -2.23 5.03
C -2.90 -1.48 0.68
C -2.05 -1.54 -1.54
C 4.49 1.60 -1.63
C -3.39 4.02 3.46
C -2.90 1.58 -1.08
C -3.03 1.34 -2.42
C 4.93 -1.74 -1.13
C 3.09 2.14 0.30
C 3.18 -0.60 -3.95
C 1.76 -2.34 -2.80
C -0.25 -0.67 3.48
C -3.68 1.65 3.14
C -5.16 0.86 -0.61
C -3.99 1.51 -0.27
C 4.18 -0.82 1.10
C -3.10 -2.31 -1.93
C 3.06 1.46 -1.03
C 2.93 -2.78 0.06
H 5.45 -0.85 -1.58
H -4.66 -2.56 1.09
H 4.47 1.28 -2.65
H 2.05 2.01 -2.89
H 4.73 -2.46 -1.93
H 5.08 -0.19 0.99
H 3.74 -3.49 0.24
H -1.09 2.71 -1.44
H 1.84 -3.36 3.28
H 0.99 -2.54 -2.03
H 0.29 -2.07 1.88
H 3.44 -0.28 1.70
H 0.99 -0.78 6.62
H 1.39 -2.51 -3.79
H -3.33 -1.43 2.54
H -4.98 -3.23 -1.37
H 2.27 3.36 -1.81
H 4.10 -1.23 -3.81
H -0.45 2.38 3.30
H 4.50 -1.65 1.79
H 0.15 0.10 -2.60
H 1.03 2.23 -1.58
H 3.47 0.44 -4.10
H -4.41 0.83 2.97
H -1.39 4.73 3.42
H 2.60 -2.98 -2.68
H 3.85 1.76 1.00
H 2.07 2.11 0.84
H -4.37 0.67 -3.95
H 3.28 3.18 0.16
H -5.94 0.74 0.13
H 5.69 -2.28 -0.57
H -3.93 1.98 0.73
H 2.16 -2.90 5.61
H -2.22 1.54 -3.14
H 5.27 1.04 -1.05
H -3.81 5.05 3.40
H 2.30 -3.12 -0.77
H 0.36 -0.77 -4.11
H -0.57 0.62 5.12
H 2.34 -2.69 0.97
H -5.34 2.97 3.45
H 2.77 -0.95 -4.87
H 1.13 0.85 -3.88
H 4.86 2.62 -1.56
H -1.70 2.83 0.25
H -1.40 -1.12 -2.26
H -3.24 -2.53 -2.95


(4)
93
Properties=species:S:1:pos:R:3 method="wB97M-V/def2-TZVPD" e_homo_ev="-12.98 / -12.84" relative_energy_kj_mol=0.0 charge=+2
Ru 0.12 -0.18 -0.72
S -0.11 0.33 1.76
N 1.10 1.54 -1.15
N -0.37 2.09 3.70
N -0.82 -1.97 -0.59
N -1.09 -0.04 4.17
N -1.61 0.67 -1.36
N 1.90 -1.10 -0.38
C 4.45 4.21 0.23
C -3.96 4.46 -1.22
C 0.55 2.71 -1.54
C 1.09 -3.36 0.03
C -1.80 1.96 -1.74
C -0.79 2.91 -1.82
C -0.94 -5.79 1.78
C -3.86 1.04 -1.84
C 3.51 -2.66 0.25
C 4.07 -3.97 0.70
C -2.84 0.08 -1.41
C 2.44 1.77 -0.99
C 5.59 -1.17 0.29
C -6.01 0.79 -0.58
C 1.59 3.76 -1.64
C -2.15 -2.21 -0.74
C 2.76 3.18 -1.30
C -3.82 -4.22 -0.50
C 3.12 -0.51 -0.32
C -2.46 -3.62 -0.46
C -1.29 -4.21 -0.14
C -3.09 -1.26 -1.12
C 5.84 -0.54 1.68
C -3.78 3.53 -2.44
C 3.37 0.82 -0.60
C -0.56 0.83 3.31
C -1.03 -5.63 0.25
C 4.11 3.79 -1.20
C 2.09 -2.41 -0.04
C 0.73 5.97 -0.83
C 1.33 5.18 -2.01
C 4.15 -1.49 0.08
C -4.61 -3.90 0.78
C -0.26 -3.16 -0.22
C -3.22 2.21 -2.04
C -5.32 0.75 -1.95
C 3.88 -4.19 2.21
H -3.01 4.65 -0.72
H 2.26 5.65 -2.31
H 4.86 3.08 -1.56
H 4.30 -5.15 2.50
H -4.37 -3.85 -1.37
H 3.71 4.93 0.61
H -1.08 3.90 -2.15
H 6.90 -0.33 1.80
H 5.53 -1.23 2.47
H 0.03 2.75 3.06
H -5.79 1.48 -2.61
H -4.74 3.39 -2.93
H -1.85 -5.45 2.26
H -0.80 -6.85 2.03
H 4.16 4.66 -1.86
H -5.62 -4.31 0.71
H 2.82 -4.18 2.47
H -0.10 -5.98 -0.21
H 6.18 -2.09 0.21
H 4.47 3.36 0.91
H -5.58 0.05 0.10
H 0.65 5.23 -2.86
H 3.60 -4.79 0.15
H -0.58 2.40 4.64
H -3.74 -5.30 -0.61
H -4.69 -2.82 0.94
H 1.43 6.00 0.00
H -4.11 -1.60 -1.21
H -1.31 0.21 5.12
H 5.95 -0.49 -0.48
H 5.28 0.39 1.79
H -4.13 -4.35 1.65
H 4.40 1.15 -0.53
H 0.51 6.99 -1.14
H -5.90 1.78 -0.13
H -0.19 5.51 -0.47
H -7.07 0.57 -0.69
H 5.14 -4.01 0.47
H -5.46 -0.24 -2.40
H -3.12 4.02 -3.16
H 1.39 -4.37 0.29
H -0.10 -5.23 2.19
H -1.84 -6.26 -0.13
H 5.43 4.69 0.26
H -4.64 4.01 -0.50
H 4.38 -3.40 2.78
H -4.38 5.41 -1.54
H -1.22 -0.99 3.88


(5)
101
Properties=species:S:1:pos:R:3 method="wB97M-V/def2-TZVPD" e_homo_ev=-11.23 relative_energy_kj_mol=0.0 charge=+1
F 0.57 -0.84 0.28
F -1.08 -0.46 -1.14
F -1.30 0.02 0.99
F -0.03 1.34 -0.26
O -0.90 2.47 -5.36
O 0.26 3.89 0.61
O 3.89 -3.25 1.76
O 3.44 -1.15 -3.32
N 1.18 0.05 3.20
N -5.42 -0.89 1.76
N 2.57 2.15 1.14
N -0.82 -4.28 1.71
N -2.65 2.86 1.49
C 5.27 2.37 0.40
C 1.11 -1.31 -2.80
C 3.37 3.16 1.62
C -4.63 -1.25 0.74
C 1.47 4.96 -1.14
C -1.82 -4.28 -0.51
C 4.54 1.24 0.03
C 2.31 -3.99 0.15
C 3.63 -3.35 0.59
C 0.64 4.97 0.11
C 2.45 -1.86 -3.31
C -6.39 -1.62 -0.77
C -6.78 -0.95 1.44
C 1.36 -2.33 3.85
C -7.31 -1.29 0.24
C 1.11 2.46 -4.21
C 3.18 1.22 0.38
C 2.25 0.31 4.00
C -0.89 -6.31 0.43
C -1.63 -5.63 -0.60
C 2.84 -0.67 4.76
C -0.40 2.54 -4.26
C -5.02 -1.62 -0.52
C 0.73 -1.25 3.26
C 4.55 -2.98 -0.59
C -1.38 -3.65 0.66
C -4.88 3.70 2.04
C -0.49 -5.60 1.59
C 2.54 -3.13 -4.16
C -3.16 2.20 0.45
C 2.38 -2.00 4.72
C -5.39 2.91 0.99
C 0.41 6.36 0.69
C -4.54 2.12 0.16
C 4.73 3.36 1.26
C -1.27 2.71 -3.00
C -3.54 3.54 2.29
B -0.43 0.03 -0.06
Be -0.16 1.94 2.04
H 0.08 -6.14 2.33
H 2.38 -4.31 -0.89
H -1.51 -2.58 0.71
H -2.48 1.63 -0.17
H -1.28 3.74 -2.66
H 4.95 0.45 -0.59
H 4.03 -2.43 -1.36
H -2.30 2.54 -3.32
H 1.49 -3.28 0.26
H 6.33 2.42 0.19
H 0.49 -2.14 -2.48
H 2.91 -2.70 5.35
H 4.74 -3.92 -1.11
H 3.11 -3.94 -3.71
H -1.03 1.90 -2.31
H 0.96 -3.32 3.72
H 1.62 3.39 -4.46
H -1.77 -6.14 -1.55
H 3.05 -2.90 -5.10
H -0.56 6.52 1.15
H -2.21 -3.62 -1.27
H -4.86 1.54 -0.69
H 2.62 1.31 3.83
H -3.59 -1.46 0.93
H 0.49 -0.89 -3.59
H 0.96 5.14 -2.08
H 1.48 1.59 -4.75
H 5.36 4.19 1.54
H 2.09 -4.88 0.74
H 1.74 3.96 -1.46
H -4.22 -1.85 -1.21
H -0.04 -1.52 2.54
H -5.53 4.28 2.66
H 0.61 7.17 0.00
H -6.47 2.95 0.91
H 3.74 -0.52 5.34
H -0.60 -7.33 0.24
H 2.85 3.82 2.29
H -7.53 -0.74 2.19
H 1.56 -3.55 -4.39
H 2.62 0.32 0.14
H -6.71 -1.83 -1.78
H -3.19 4.11 3.13
H 1.22 -0.51 -2.07
H 5.44 -2.46 -0.23
H 1.18 6.40 1.46
H -8.35 -1.28 -0.04
H 2.34 5.61 -1.02
H 1.33 2.32 -3.15